This record from the Open Molecules 2025 dataset describes a cluster of 3 separate species, C39H79ClF2N9O7P2S in total. The level of theory is wB97M-V/def2-TZVPD.

Element x y z (Å)
1 C -0.09869 -1.01440 2.12593
2 C -1.40015 -0.39463 2.68190
3 O -1.58700 1.02234 2.47002
4 N -1.51944 1.43808 1.17186
5 P -2.67537 0.68817 0.02190
6 S -2.18412 -1.04435 -0.60855
7 C -0.69585 2.38850 0.86533
8 N 0.06868 3.03112 1.76285
9 C -0.82756 3.75794 2.72349
10 C -0.78709 5.29021 2.76567
11 C -1.99299 5.80565 3.60721
12 N -2.79487 6.74199 2.79459
13 C 1.22604 3.75972 1.21109
14 C 2.31076 4.17220 2.23203
15 F 2.35561 5.58066 2.23493
16 C 2.17619 3.82286 3.72658
17 C 1.91198 2.38300 4.19827
18 C 1.86188 3.16957 -0.14217
19 C 2.55643 4.40050 -0.78605
20 C 4.00899 4.33701 -1.33804
21 C 5.12569 4.13304 -0.27606
22 C 4.27053 3.59844 -2.65439
23 C 2.80451 2.01692 0.22756
24 O 3.58672 1.55878 -0.52213
25 N 2.68616 1.33608 1.47837
26 C 3.52876 0.22591 1.54876
27 O 3.19892 -0.86833 1.41348
28 F 4.79884 0.48962 1.77708
29 C 0.71947 2.51913 -1.02438
30 N 0.81812 1.03006 -0.69986
31 C 0.93717 2.49672 -2.55734
32 C 0.67794 3.65218 -3.53342
33 C 0.55716 3.03294 -4.95507
34 Cl -1.13385 2.53055 -5.28551
35 N -0.64581 2.80057 -0.49856
36 P -1.54413 4.15380 -0.94524
37 N -2.64249 4.63408 0.05762
38 O -0.59452 5.44454 -1.21651
39 O -2.36498 3.78644 -2.31447
40 H 0.36334 -0.46673 1.29914
41 H -0.36459 -1.99933 1.72246
42 H 0.58647 -1.21752 2.95458
43 H -2.24833 -1.00324 2.33910
44 H -1.39245 -0.53451 3.76561
45 H -3.90728 0.67327 0.71814
46 H -2.88536 1.58170 -1.05015
47 H -1.87622 3.46175 2.61714
48 H -0.57898 3.39761 3.73463
49 H 0.11761 5.74203 3.17618
50 H -0.92448 5.71749 1.76299
51 H -1.63497 6.27006 4.52967
52 H -2.64478 4.95659 3.89729
53 H -3.60391 6.99868 3.35658
54 H -3.16437 6.21008 2.00783
55 H 0.82646 4.70859 0.81415
56 H 3.31960 3.88823 1.91535
57 H 3.09278 4.17134 4.21512
58 H 1.39227 4.46361 4.14841
59 H 2.86021 1.84302 4.31795
60 H 1.45734 2.38069 5.19696
61 H 1.27752 1.76080 3.56550
62 H 1.95017 4.83043 -1.59230
63 H 2.59436 5.25544 -0.09710
64 H 4.18839 5.38884 -1.62339
65 H 6.00127 4.68149 -0.65167
66 H 4.88205 4.61563 0.67639
67 H 5.45487 3.09525 -0.18152
68 H 3.72036 4.01181 -3.51169
69 H 5.32895 3.75594 -2.90785
70 H 4.11254 2.51583 -2.65360
71 H 1.71630 1.08367 1.63648
72 H -0.06883 0.65595 -1.05530
73 H 1.45591 0.58584 -1.36358
74 H 0.34928 1.64588 -2.94537
75 H 1.97256 2.16741 -2.71601
76 H -0.20111 4.28644 -3.42096
77 H 1.54007 4.32463 -3.61852
78 H 1.26605 2.20496 -5.04610
79 H 0.81374 3.79734 -5.68991
80 H -2.61375 4.02967 0.87835
81 H -0.95651 5.88174 -2.00968
82 H -1.89069 3.02453 -2.70493
83 C -7.39088 -4.01183 1.60602
84 C -5.90497 -4.01329 1.16549
85 C -5.63587 -5.15388 0.17335
86 C -5.55900 -6.52778 0.82726
87 C -4.52692 -6.51617 1.95245
88 C -4.79195 -5.41819 2.98763
89 N -5.00781 -4.07510 2.35824
90 O -3.84598 -3.60225 2.01516
91 C -6.01286 -5.83268 3.83913
92 C -3.63718 -5.38652 3.99300
93 C -5.75277 -2.70041 0.39649
94 H -7.76184 -2.99317 1.73245
95 H -8.02324 -4.49789 0.86180
96 H -7.58205 -4.49843 2.55561
97 H -4.68988 -4.96952 -0.34826
98 H -6.40567 -5.15890 -0.60109
99 H -6.54282 -6.82730 1.19928
100 H -5.27467 -7.27185 0.08009
101 H -4.51448 -7.49144 2.44405
102 H -3.53204 -6.38143 1.51469
103 H -6.34431 -5.01283 4.47857
104 H -5.75234 -6.66737 4.48973
105 H -6.85616 -6.18125 3.24552
106 H -2.67039 -5.23581 3.51290
107 H -3.57451 -6.33546 4.52505
108 H -3.78063 -4.59639 4.73333
109 H -5.87673 -1.84114 1.06158
110 H -6.51508 -2.62532 -0.38048
111 H -4.78466 -2.61509 -0.09582
112 C 3.94561 -5.05469 -4.43927
113 C 3.59106 -3.54633 -4.41839
114 C 4.81900 -2.70470 -4.03950
115 C 5.16419 -2.75598 -2.55589
116 C 3.94781 -2.36611 -1.72099
117 C 2.71535 -3.21871 -2.04030
118 N 2.43371 -3.29612 -3.50845
119 O 1.87429 -2.17771 -3.86222
120 C 2.92717 -4.62599 -1.43948
121 C 1.51348 -2.67049 -1.27320
122 C 3.26243 -3.23320 -5.88251
123 H 3.41669 -5.57035 -5.24219
124 H 5.01346 -5.20650 -4.60335
125 H 3.68020 -5.59532 -3.53769
126 H 4.64393 -1.65823 -4.31419
127 H 5.68127 -3.02555 -4.62741
128 H 5.52503 -3.75177 -2.28377
129 H 5.98471 -2.06546 -2.34767
130 H 4.19109 -2.45119 -0.65978
131 H 3.72492 -1.30703 -1.89933
132 H 2.15600 -5.31963 -1.77881
133 H 2.87107 -4.58362 -0.35132
134 H 3.90527 -5.04797 -1.66233
135 H 1.31976 -1.62013 -1.49685
136 H 1.68624 -2.72790 -0.19796
137 H 0.60887 -3.24109 -1.49699
138 H 2.36144 -3.75963 -6.20331
139 H 4.08408 -3.56157 -6.52064
140 H 3.11805 -2.16884 -6.06456

Forces on the atoms, in the same order (eV/Å):
-0.5523 -0.2801 0.3185
0.5410 -1.8244 -0.0963
-0.0668 0.5326 0.6442
-1.2248 -0.5484 -0.5058
-0.8951 -1.2272 -1.0074
0.3182 0.0587 -0.0410
1.0250 1.3061 -0.6098
-0.6755 -0.2594 -0.4691
0.3866 0.1848 2.5928
-0.5328 0.5614 -0.4629
-0.3512 -0.5686 -0.5337
0.1101 -0.2522 0.5475
-0.1947 1.0442 -1.4677
0.3862 0.0595 0.9678
-0.0640 -0.0314 -0.2494
-0.6379 -0.1480 0.3622
0.5364 -0.4385 0.3253
-0.8620 0.5090 1.6334
0.8723 0.4288 -0.5920
0.2678 0.6994 0.0281
0.2206 0.1199 -0.8495
0.4347 -0.2138 -0.3078
-0.8269 -0.3280 1.2946
1.8746 -0.2509 -2.2424
-0.3006 1.6227 -0.0907
0.6359 1.5691 -0.1561
-1.4613 -3.4771 -0.1009
0.4174 1.1145 0.1822
1.4538 -2.6310 -0.1020
-1.0512 0.3482 -0.6345
-0.8345 0.6244 -0.3318
0.5353 -0.0407 -1.3373
0.3189 0.8009 0.5430
0.3624 -0.2488 0.1579
1.0475 0.0844 -0.7691
-3.3378 2.4923 0.8409
1.1167 -1.5297 0.5547
-0.2462 -1.5931 -1.1642
2.3732 -0.5330 0.7547
-0.0265 0.0071 0.2215
0.0846 0.2194 -0.0370
0.2200 0.3839 -0.3370
-0.1012 0.6404 -0.2107
-0.1292 0.6783 -0.0880
0.5327 0.5223 0.3361
0.1483 0.3903 0.7752
0.3331 -0.1493 -0.4552
-0.0183 0.0086 -0.2753
0.0779 -0.4781 -0.1822
0.0755 -0.1414 0.1744
-0.1601 0.1217 -0.2037
0.4526 0.0404 0.2065
0.0744 0.2039 -0.1873
0.0752 0.2367 -0.0883
0.0824 -0.1059 0.4985
-0.3745 -0.2435 -0.2862
-0.0866 -0.0146 -0.2574
0.1281 -0.0556 -0.2756
-0.1993 0.0445 -0.1579
0.0692 0.2086 -0.1993
-0.0684 0.3371 0.0167
-0.2083 -0.5234 0.1517
-0.0938 -0.5364 0.2865
-0.3855 -0.1545 0.0672
-0.1038 -0.1722 0.1302
-0.0558 -0.3309 -0.0432
-0.2814 0.1240 0.3442
-0.0738 0.0635 0.3434
-0.1976 -0.1103 0.0362
0.0232 0.1895 0.2824
0.1473 -0.1502 0.2093
0.0758 -0.2354 0.3800
0.4181 0.1770 0.4592
-0.1070 0.2519 0.3309
-0.0952 0.2325 0.2974
0.0966 -0.2507 0.3959
-0.1569 -0.0800 0.3637
-0.4434 -0.1113 -0.2301
-0.1621 -0.2221 -0.0460
-0.6320 0.3847 0.0808
0.3776 0.2585 0.2093
-0.4676 0.3371 -0.7705
-0.1808 -0.1343 0.3374
-2.0549 0.4193 -0.3893
0.4375 -0.4582 0.0722
0.0264 0.0548 0.0293
-0.0225 0.1104 -0.5946
-0.8760 -1.1385 1.6544
1.9359 -0.7769 -1.7548
-0.0700 0.7204 0.5775
-0.2992 -0.0045 -0.1465
0.4642 0.5093 -0.2708
0.7049 0.3278 0.1190
0.1121 0.0214 -0.0696
0.0675 0.0365 -0.0524
0.0895 -0.1188 -0.0441
0.0414 0.1097 0.1507
-0.0684 0.1994 0.1064
0.0168 0.0198 0.0405
-0.0356 0.0051 0.0205
-0.0007 0.1241 0.2003
-0.0094 0.1366 0.0454
-0.0046 0.0204 -0.0484
0.1683 0.0403 -0.0409
-0.0089 0.0977 0.0027
-0.0834 0.1358 -0.0553
-0.2105 -0.0287 -0.0866
-0.0180 -0.0010 -0.0408
0.0194 -0.0568 0.0292
-0.1183 -0.2096 0.1288
0.0444 -0.0337 0.0931
-0.0583 -0.2929 0.2845
0.9165 -1.6242 -1.0270
0.0314 0.3731 0.5033
-0.0562 0.0214 -0.0663
0.3337 0.2114 -0.3860
0.0491 -1.3834 1.6317
0.7521 2.6061 -0.0453
-0.6954 -0.3381 -0.1948
0.2060 -0.1979 -0.0913
-0.4187 0.4128 -0.3179
-0.5550 0.4671 0.0708
-0.0160 0.1342 -0.0368
-0.0159 0.0782 -0.0483
0.0612 0.1103 0.0881
-0.1848 -0.0448 0.0016
-0.1612 -0.1282 -0.1110
-0.0518 -0.0069 0.0163
0.0011 -0.0419 0.0085
-0.2191 -0.0811 0.0276
-0.0967 -0.0346 -0.0733
0.0269 0.0185 -0.0546
-0.0620 0.1657 -0.0238
-0.0564 -0.0192 -0.0866
-0.0372 -0.0989 -0.1777
0.2185 -0.1154 -0.0667
0.0216 0.0437 -0.0647
0.0088 0.0334 0.0499
0.0661 -0.1159 0.1850
-0.0592 -0.0133 0.0990

Properties
net charge: +1
E_LUMO (spin up / spin down): -3.622 / -3.622 eV
multiplicity: 3
<S²>: 2.008